*1*
2 unconnected molecules or ions with the total composition C9H14, computed with ωB97M-V with the def2-TZVPD basis set.

```
23
C9H14 | OMol25 | ωB97M-V with the def2-TZVPD basis set
C 2.496 0.163 0.863
C 1.761 1.080 1.825
H 3.314 -0.297 1.491
H 1.885 -0.678 0.453
H 3.132 0.616 0.007
H 2.208 1.465 2.695
H 1.026 0.509 2.165
H 1.355 1.904 1.267
C -1.495 0.462 1.276
C -1.318 0.747 -1.118
C -1.148 -0.083 0.037
C -1.253 0.217 -2.394
C -0.875 -1.159 -2.641
C -0.821 -1.411 -0.227
C -0.678 -1.957 -1.476
H -1.525 1.758 -0.995
H -1.686 0.895 -3.175
H -1.180 1.573 1.248
H -0.888 0.205 2.141
H -0.634 -1.347 -3.676
H -0.827 -2.090 0.621
H -0.306 -3.016 -1.686
H -2.542 0.441 1.297
```

As for the net charge: 0. Its spin multiplicity is 1. The calculation puts the HOMO energy at -8.774 eV. Its SMILES is Cc1ccccc1.CC. The value obtained for the frontier orbital gap is 9.8 eV. Its LUMO energy is 1.01 eV.

*2*
2 unconnected molecules or ions with the total composition C9H14, computed with ωB97M-V with the def2-TZVPD basis set.

```
23
C9H14 | OMol25 | ωB97M-V with the def2-TZVPD basis set
C -1.943 1.551 2.844
C -0.905 0.597 3.375
H -2.906 1.064 2.683
H -2.089 2.471 3.410
H -1.725 1.921 1.835
H -0.734 0.668 4.456
H -1.199 -0.455 3.261
H 0.105 0.623 2.984
C 2.741 -1.507 -2.089
C 0.106 1.102 -1.308
C -1.050 0.329 -1.206
C 1.299 0.454 -1.565
C 1.394 -0.927 -1.803
C -0.994 -1.006 -1.544
C 0.228 -1.674 -1.743
H 0.059 2.165 -1.114
H -2.037 0.686 -0.935
H 2.190 1.068 -1.660
H -1.928 -1.508 -1.773
H 3.340 -1.350 -1.183
H 3.150 -0.958 -2.941
H 0.078 -2.747 -1.689
H 2.822 -2.568 -2.294
```

As for the net charge: 0. Its spin multiplicity is 1. The calculation puts the HOMO energy at -8.969 eV. Its SMILES is Cc1ccccc1.CC. The value obtained for the frontier orbital gap is 10.0 eV. Its LUMO energy is 1.03 eV.

*3*
2 unconnected molecules or ions with the total composition C9H14, computed with ωB97M-V with the def2-TZVPD basis set.

```
23
C9H14 | OMol25 | ωB97M-V with the def2-TZVPD basis set
C 1.150 -0.148 -2.096
C 0.835 1.348 -2.139
H 2.200 -0.243 -1.832
H 0.551 -0.724 -1.401
H 1.090 -0.536 -3.116
H 0.308 1.663 -1.232
H 0.073 1.638 -2.872
H 1.686 2.016 -2.248
C -2.333 0.975 1.163
C -1.084 0.102 1.108
C 0.189 0.625 1.174
C -1.240 -1.266 0.883
C 1.288 -0.253 1.146
C -0.159 -2.122 0.990
C 1.130 -1.618 1.130
H -1.950 1.958 1.453
H -2.927 0.673 2.023
H 0.372 1.645 1.478
H -2.208 -1.602 0.528
H 2.219 0.280 1.321
H -0.333 -3.185 1.044
H 2.022 -2.205 1.270
H -2.881 0.976 0.225
```

As for the net charge: 0. Its spin multiplicity is 1. The calculation puts the HOMO energy at -9.126 eV. Its SMILES is Cc1ccccc1.CC. The value obtained for the frontier orbital gap is 10.2 eV. Its LUMO energy is 1.05 eV.

The data favor *3*; the next most stable structure lies 0.111 eV above it.

*1*
2 unconnected molecules or ions with the total composition C9H14, computed with ωB97M-V with the def2-TZVPD basis set.

```
23
C9H14 | OMol25 | ωB97M-V with the def2-TZVPD basis set
C 0.209 -2.025 -2.258
C 1.648 -1.708 -2.021
H -0.532 -1.449 -1.575
H -0.057 -2.179 -3.285
H -0.083 -2.987 -1.782
H 2.225 -2.446 -2.625
H 2.008 -0.708 -2.149
H 1.974 -2.094 -1.030
C -1.524 2.178 -0.508
C 0.965 1.114 2.130
C 0.302 1.941 1.253
C 0.464 -0.099 2.616
C -0.795 1.444 0.574
C -0.701 -0.547 1.999
C -1.243 0.172 0.895
H 1.851 1.483 2.648
H 0.740 2.935 1.150
H 1.206 -0.496 3.302
H -1.289 -1.394 2.332
H -2.433 1.605 -0.775
H -0.772 2.345 -1.274
H -2.192 -0.149 0.432
H -1.969 3.063 -0.049
```

As for the net charge: 0. Its spin multiplicity is 1. The calculation puts the HOMO energy at -9.103 eV. Its SMILES is Cc1ccccc1.CC. The value obtained for the frontier orbital gap is 10.1 eV. Its LUMO energy is 1.01 eV.

*2*
2 unconnected molecules or ions with the total composition C9H14, computed with ωB97M-V with the def2-TZVPD basis set.

```
23
C9H14 | OMol25 | ωB97M-V with the def2-TZVPD basis set
C 0.525 -4.200 -1.259
C 0.691 -3.983 0.254
H -0.115 -5.060 -1.517
H 0.037 -3.368 -1.753
H 1.469 -4.415 -1.751
H 1.290 -3.080 0.357
H 1.192 -4.858 0.661
H -0.281 -3.934 0.742
C 1.014 3.309 -1.056
C -0.806 1.621 -0.667
C 0.109 2.520 -0.145
C -1.589 0.883 0.221
C 0.210 2.704 1.235
C -1.617 1.206 1.561
C -0.680 2.085 2.089
H -1.009 1.555 -1.731
H -2.301 0.205 -0.230
H 1.792 2.727 -1.556
H 1.621 4.028 -0.517
H 1.076 3.250 1.592
H -2.396 0.739 2.139
H -0.658 2.245 3.153
H 0.427 3.820 -1.822
```

As for the net charge: 0. Its spin multiplicity is 1. The calculation puts the HOMO energy at -9.006 eV. Its SMILES is Cc1ccccc1.CC. The value obtained for the frontier orbital gap is 10.0 eV. Its LUMO energy is 0.94 eV.

*3*
2 unconnected molecules or ions with the total composition C9H14, computed with ωB97M-V with the def2-TZVPD basis set.

```
23
C9H14 | OMol25 | ωB97M-V with the def2-TZVPD basis set
C 1.025 2.231 -2.787
C -0.478 2.028 -3.028
H 1.563 3.117 -2.955
H 0.967 2.062 -1.710
H 1.640 1.483 -3.290
H -0.586 1.014 -3.265
H -0.963 2.812 -3.506
H -1.024 2.208 -2.049
C -1.977 -1.727 0.385
C -0.699 -1.202 2.488
C -0.732 -1.251 1.136
C 0.376 -0.791 3.310
C 0.494 -0.996 0.488
C 1.543 -0.437 2.615
C 1.563 -0.566 1.176
H -1.502 -1.695 3.072
H 0.256 -1.024 4.304
H -1.893 -1.396 -0.671
H -2.939 -1.666 0.964
H 0.596 -1.003 -0.636
H 2.367 0.052 2.988
H 2.535 -0.430 0.758
H -2.132 -2.824 0.212
```

As for the net charge: 0. Its spin multiplicity is 1. The calculation puts the HOMO energy at -8.926 eV. Its SMILES is Cc1ccccc1.CC. The value obtained for the frontier orbital gap is 9.9 eV. Its LUMO energy is 0.97 eV.

*4*
2 unconnected molecules or ions with the total composition C9H14, computed with ωB97M-V with the def2-TZVPD basis set.

```
23
C9H14 | OMol25 | ωB97M-V with the def2-TZVPD basis set
C 1.063 -0.736 -1.085
C -1.881 -0.904 -3.485
C -2.916 -0.457 -2.692
C -0.596 -1.010 -2.957
C -0.345 -0.707 -1.624
C -2.654 -0.133 -1.355
C -1.380 -0.222 -0.830
H -2.007 -1.186 -4.524
H -3.959 -0.441 -2.985
H 0.227 -1.348 -3.568
H -3.470 0.274 -0.762
H 1.192 -1.209 -0.112
H 1.285 0.321 -0.866
H -1.163 0.084 0.183
H 1.792 -1.093 -1.815
C 2.337 1.575 3.214
C 1.351 0.621 3.921
H 2.698 1.161 2.267
H 1.846 2.505 2.931
H 3.183 1.794 3.859
H 1.859 0.007 4.658
H 0.954 -0.122 3.228
H 0.583 1.226 4.399
```

As for the net charge: 0. Its spin multiplicity is 1. The calculation puts the HOMO energy at -8.997 eV. Its SMILES is Cc1ccccc1.CC. The value obtained for the frontier orbital gap is 9.9 eV. Its LUMO energy is 0.93 eV.

The data favor *4*; the next most stable structure lies 0.083 eV above it.

*1*
2 unconnected molecules or ions with the total composition C9H14, computed with ωB97M-V with the def2-TZVPD basis set.

```
23
C9H14 | OMol25 | ωB97M-V with the def2-TZVPD basis set
C 0.017 -0.747 -3.337
C 0.724 -2.138 -3.236
H -0.853 -0.678 -2.691
H 0.752 0.020 -3.102
H -0.299 -0.568 -4.362
H 1.599 -2.172 -3.868
H 0.026 -2.900 -3.574
H 0.944 -2.225 -2.176
C -0.371 0.776 3.955
C 0.503 -0.292 0.431
C 0.132 0.813 -0.325
C 0.342 -0.315 1.814
C -0.226 0.754 2.458
C -0.600 1.821 0.332
C -0.784 1.809 1.719
H 0.915 -1.130 -0.122
H 0.197 0.951 -1.384
H 0.699 -1.193 2.331
H -1.184 2.606 -0.136
H 0.204 1.576 4.402
H 0.106 -0.095 4.427
H -1.417 2.517 2.231
H -1.425 0.811 4.214
```

As for the net charge: 0. Its spin multiplicity is 1. The calculation puts the HOMO energy at -9.033 eV. Its SMILES is Cc1ccccc1.CC. The value obtained for the frontier orbital gap is 10.1 eV. Its LUMO energy is 1.05 eV.

*2*
2 unconnected molecules or ions with the total composition C9H14, computed with ωB97M-V with the def2-TZVPD basis set.

```
23
C9H14 | OMol25 | ωB97M-V with the def2-TZVPD basis set
C 0.192 -1.850 2.880
C -1.399 -0.968 1.149
C -0.094 -1.494 1.428
C -1.734 -0.577 -0.111
C -0.730 -0.739 -1.150
C 0.888 -1.595 0.452
C 0.538 -1.212 -0.861
H -2.208 -0.840 1.884
H -2.614 0.016 -0.431
H 0.470 -0.867 3.400
H 1.066 -2.636 2.819
H -1.292 -0.521 -2.112
H 1.774 -2.118 0.724
H 1.342 -1.348 -1.615
H -0.629 -2.222 3.502
C 0.835 2.352 -0.824
C 0.287 2.421 -2.261
H 0.632 1.323 -0.351
H 1.955 2.615 -0.684
H 0.286 2.935 -0.063
H 0.765 1.631 -2.860
H 0.524 3.421 -2.711
H -0.854 2.274 -2.207
```

As for the net charge: 0. Its spin multiplicity is 1. The calculation puts the HOMO energy at -8.877 eV. Its SMILES is Cc1ccccc1.CC. The value obtained for the frontier orbital gap is 9.9 eV. Its LUMO energy is 1.00 eV.

The data favor *1*; the next most stable structure lies 0.817 eV above it.